Record 1
# C18H27LuN3S2

A structure of composition C18H27LuN3S2 at a distorted geometry (ωB97M-V/def2-TZVPD, OMol25).

DFT total energy   -2897.32658 Eh
Energy above the lowest of the compared OMol25 structures with the same formula, charge and spin   0.805 eV
LUMO energy   -10.0 eV

ORCA input file:
```
! RIJCOSX wB97M-V def2-TZVPD def2/J DEFGRID3
* xyz 3 1
Lu 0.38415 0.26228 -0.35538
S -0.54701 -2.30559 -0.52090
S -0.57654 2.83622 -0.78410
N -0.92380 0.24878 1.52121
N 1.78648 -0.43930 1.29104
N -0.19011 0.18907 -2.64847
C -0.21763 -0.02502 2.67234
C -0.32739 -2.29725 -2.33884
C 3.73578 0.76074 -0.47349
C -0.91361 1.38096 -3.19719
C -2.39156 -2.37558 -0.49040
C -0.89170 -0.10266 3.90684
C -2.42309 2.84877 -0.81725
C -2.24412 0.02534 4.04563
C 3.02458 0.46086 -1.63748
C 3.32492 -1.23631 3.53815
C 1.99223 -0.78557 3.65789
C 3.89159 -1.34145 2.23863
C 1.21767 -0.35820 2.55613
C -0.87696 -1.08473 -3.06593
C -0.43373 2.69323 -2.62459
C -2.96149 0.31001 2.89916
C 2.97440 -1.08803 1.20981
C -2.27665 0.43918 1.66713
H -0.33847 -0.30352 4.81589
H 3.85917 1.74137 0.04900
H -1.94162 -0.94697 -2.88983
H 0.59897 2.88475 -2.97812
H -4.04737 0.41692 2.91993
H -2.86440 2.00742 -1.36195
H 2.59852 1.25790 -2.29529
H 4.58347 0.03496 -0.03080
H 0.73664 -2.37949 -2.61222
H -1.10244 3.50296 -2.95665
H 4.97952 -1.55097 2.06506
H -2.67201 -3.31756 -0.96513
H -1.97463 1.22819 -3.00945
H -2.76047 -2.36778 0.53577
H -2.84156 2.86394 0.19362
H -2.75132 0.70637 0.70627
H 0.73218 0.18171 -3.12252
H 3.84959 -1.51259 4.48436
H -0.82342 1.38140 -4.29120
H 1.48953 -0.73347 4.65559
H -0.85855 -3.18480 -2.69170
H 3.27264 -1.34665 0.17607
H -0.81778 -1.17638 -4.16517
H -2.72402 -0.09866 5.01447
H -2.91803 -1.56694 -1.00141
H 3.27394 -0.50816 -2.14476
H -2.67447 3.77027 -1.34978
*
```



Record 2
# C16H30N2OP2SW

A structure of composition C16H30N2OP2SW at a distorted geometry (ωB97M-V/def2-TZVPD, OMol25).

DFT total energy   -1959.75257 Eh
Energy above the lowest of the compared OMol25 structures with the same formula, charge and spin   0.060 eV
LUMO energy (spin up / spin down)   -8.9 / -8.9 eV

ORCA input file:
```
! RIJCOSX wB97M-V def2-TZVPD def2/J DEFGRID3
* xyz 2 1
W 0.09993 0.13950 0.46317
S 0.49670 2.71988 4.34946
P 2.48234 -0.23290 0.13238
P -2.45671 0.02880 0.38481
O -1.32194 -2.83782 0.82284
N 0.25986 1.19673 2.01374
N 0.10362 1.12739 -1.05867
C 2.81793 -1.84492 -0.67206
C 0.02873 2.21032 -4.60809
C 0.32467 1.94376 2.99141
C 0.02144 3.38492 -2.07700
C -0.34078 -2.85264 1.67630
C -3.44889 -1.28451 -0.42599
C 3.28873 -0.29975 1.77618
C -3.20128 1.55620 -0.27362
C 0.05644 1.96190 -2.21162
C -2.98634 -0.00123 2.13577
C 0.01797 4.15342 -3.23107
C 0.02783 3.59099 -4.48853
C 3.36470 1.00704 -0.81255
C 0.02414 1.39313 -3.50223
C -0.59207 -2.74783 3.13884
C 0.66544 -4.01583 1.33105
H 2.55691 -1.75787 -1.73998
H -3.14169 -1.33300 -1.48108
H -4.53138 -1.06211 -0.35221
H -1.48061 -3.30456 3.33192
H 0.02674 0.26944 -3.56714
H 4.44365 0.82670 -0.77744
H 3.03000 0.99159 -1.84966
H 3.09726 0.64390 2.31562
H 0.02510 3.81871 -1.05952
H 0.03677 1.73246 -5.60771
H 3.16140 1.99773 -0.40596
H 0.00722 -4.87062 1.06438
H 0.26137 -1.44373 1.28249
H -2.65713 -0.94203 2.59889
H -2.55573 0.84457 2.68716
H 1.26857 -4.44066 2.15711
H -4.08599 0.05612 2.18589
H 0.01332 5.25494 -3.11690
H -0.77940 -1.77271 3.56335
H 2.88238 -1.13883 2.36620
H -3.22742 -2.25856 0.04448
H -2.98544 1.65062 -1.34017
H 2.20563 -2.64300 -0.22006
H 4.37776 -0.43823 1.62996
H -4.29068 1.56458 -0.14378
H 0.03540 4.21482 -5.36727
H 1.35216 -3.90161 0.47000
H 3.89334 -2.08859 -0.56572
H 0.11775 -3.20153 3.81398
H -2.78977 2.43494 0.22866
*
```



Record 3
# C9H12NOS

The ion C9H12NOS with charge +1 at a distorted geometry (ωB97M-V/def2-TZVPD, OMol25).

DFT total energy   -877.87010 Eh
Energy above the lowest of the compared OMol25 structures with the same formula, charge and spin   5.569 eV
LUMO energy   -4.3 eV
SMILES string   CC(=O)[C@H]1[C@@H]2C#C[C@@H](SC2)[N@@H+]1C

ORCA input file:
```
! RIJCOSX wB97M-V def2-TZVPD def2/J DEFGRID3
* xyz 1 1
S -2.04075 -1.06902 1.04156
O 1.37750 -0.13281 1.81576
N -0.37435 1.04455 0.58727
C -1.93930 0.66082 0.61166
C -2.19125 0.66972 -0.80713
C 1.53520 -0.50002 0.64417
C 0.40980 0.14913 -0.34883
C -1.61567 0.02199 -1.65125
C -0.34866 2.46816 0.26550
C -0.54902 -0.90700 -1.30518
C -1.19393 -1.83721 -0.32276
C 2.59128 -1.26503 0.08531
H 0.70333 2.91826 0.33606
H -1.86524 -2.54941 -0.77992
H 0.17979 0.82614 1.56711
H 3.01205 -0.59964 -0.82627
H -2.46623 1.26375 1.32449
H 2.29332 -2.24660 -0.40494
H -0.40947 -2.44262 0.33592
H 3.35048 -1.39716 0.87103
H 0.11113 -1.30234 -2.02557
H -1.05933 2.96823 0.99254
H -0.49345 2.57094 -0.83328
H 0.98279 0.68718 -1.17324
*
```



Record 4
# C3H6BrNO4

A cluster of 2 separate species, C3H6BrNO4 in total at a distorted geometry (ωB97M-V/def2-TZVPD, OMol25).

DFT total energy   -3047.44830 Eh
Energy above the lowest of the compared OMol25 structures with the same formula, charge and spin   1.889 eV
LUMO energy   -0.2 eV

ORCA input file:
```
! RIJCOSX wB97M-V def2-TZVPD def2/J DEFGRID3
* xyz 0 1
Br -2.67744 0.54198 0.37609
O 1.56594 -0.77283 1.37214
O -1.40691 -2.07632 0.08370
O 2.15536 -0.72334 -0.67585
O -0.00138 -0.29320 -1.56898
N 1.40153 -0.61357 0.21859
C -1.10647 -0.84376 0.55094
C -0.00979 -0.18765 -0.17407
C 0.31154 1.83759 0.27874
H -1.17350 -2.00681 -0.83567
H -0.40601 2.29488 -0.41016
H 0.80143 -0.09926 -2.02818
H 0.33246 1.73972 1.29012
H -1.06143 -0.75617 1.56927
H 1.27468 1.95877 -0.04667
*
```



Record 5
# C4H8NO3

A structure of composition C4H8NO3 at a distorted geometry (ωB97M-V/def2-TZVPD, OMol25).

DFT total energy   -437.57871 Eh
Energy above the lowest of the compared OMol25 structures with the same formula, charge and spin   6.171 eV
LUMO energy   2.1 eV

ORCA input file:
```
! RIJCOSX wB97M-V def2-TZVPD def2/J DEFGRID3
* xyz -1 1
O 1.01181 1.79858 -0.81686
O -0.75303 2.13845 0.59053
O -0.53269 -2.25470 0.60082
N -0.40072 -0.72021 -1.58391
C -0.51586 -0.00829 -0.30506
C 1.50084 -0.94701 0.88843
C -0.02488 -0.96637 0.81735
C -0.01932 1.45329 -0.19265
H 1.84745 -1.22144 -0.15711
H 1.81163 0.09998 1.10748
H -2.45494 -0.06790 0.15884
H -0.39669 -1.72831 -1.33330
H -0.43987 -0.59907 1.79339
H 1.82759 -1.67204 1.59542
H -1.68387 0.06927 -0.07846
H -1.15966 -0.48737 -2.24327
*
```



Record 6
# C10H12N2S

A structure of composition C10H12N2S at a distorted geometry (ωB97M-V/def2-TZVPD, OMol25).

DFT total energy   -895.74988 Eh
Energy above the lowest of the compared OMol25 structures with the same formula, charge and spin   5.357 eV
LUMO energy   0.5 eV

ORCA input file:
```
! RIJCOSX wB97M-V def2-TZVPD def2/J DEFGRID3
* xyz 0 1
S -0.36233 -1.46210 -0.32946
N 2.67590 -0.06790 -0.12893
N -4.14924 0.58654 0.43502
C -4.11587 -0.72472 0.28411
C -2.99694 -1.53834 0.03026
C -3.03008 1.25623 0.04652
C 3.04378 -1.33565 0.56314
C 1.70185 0.26269 -1.11524
C -1.89907 -0.72137 -0.11594
C -0.57180 1.11791 -0.45100
C 2.59653 1.05247 0.84950
C 0.26898 0.12672 -0.69439
C -1.82432 0.60435 -0.25123
H 2.47370 2.00805 0.32546
H 2.35487 -1.12511 1.70933
H -3.01813 -2.51926 -0.16233
H 1.88930 -0.53491 -1.86316
H 3.63109 1.04516 1.33558
H 2.60178 -2.01907 -0.55800
H -3.37975 2.27976 -0.43060
H 4.24283 -1.47812 0.80494
H 1.76731 1.01609 1.60178
H -0.55802 2.13420 -0.78225
H -5.10104 -1.31206 0.43410
H 1.75866 1.34845 -1.53721
*
```



Which of these has the highest DFT total energy?
C4H8NO3



DFT total energy of number 1 (C18H27LuN3S2)?
-2897.32658 Eh



Please write out number 1 again, unchanged.
# C18H27LuN3S2

A structure of composition C18H27LuN3S2 at a distorted geometry (ωB97M-V/def2-TZVPD, OMol25).

DFT total energy   -2897.32658 Eh
Energy above the lowest of the compared OMol25 structures with the same formula, charge and spin   0.805 eV
LUMO energy   -10.0 eV

ORCA input file:
```
! RIJCOSX wB97M-V def2-TZVPD def2/J DEFGRID3
* xyz 3 1
Lu 0.38415 0.26228 -0.35538
S -0.54701 -2.30559 -0.52090
S -0.57654 2.83622 -0.78410
N -0.92380 0.24878 1.52121
N 1.78648 -0.43930 1.29104
N -0.19011 0.18907 -2.64847
C -0.21763 -0.02502 2.67234
C -0.32739 -2.29725 -2.33884
C 3.73578 0.76074 -0.47349
C -0.91361 1.38096 -3.19719
C -2.39156 -2.37558 -0.49040
C -0.89170 -0.10266 3.90684
C -2.42309 2.84877 -0.81725
C -2.24412 0.02534 4.04563
C 3.02458 0.46086 -1.63748
C 3.32492 -1.23631 3.53815
C 1.99223 -0.78557 3.65789
C 3.89159 -1.34145 2.23863
C 1.21767 -0.35820 2.55613
C -0.87696 -1.08473 -3.06593
C -0.43373 2.69323 -2.62459
C -2.96149 0.31001 2.89916
C 2.97440 -1.08803 1.20981
C -2.27665 0.43918 1.66713
H -0.33847 -0.30352 4.81589
H 3.85917 1.74137 0.04900
H -1.94162 -0.94697 -2.88983
H 0.59897 2.88475 -2.97812
H -4.04737 0.41692 2.91993
H -2.86440 2.00742 -1.36195
H 2.59852 1.25790 -2.29529
H 4.58347 0.03496 -0.03080
H 0.73664 -2.37949 -2.61222
H -1.10244 3.50296 -2.95665
H 4.97952 -1.55097 2.06506
H -2.67201 -3.31756 -0.96513
H -1.97463 1.22819 -3.00945
H -2.76047 -2.36778 0.53577
H -2.84156 2.86394 0.19362
H -2.75132 0.70637 0.70627
H 0.73218 0.18171 -3.12252
H 3.84959 -1.51259 4.48436
H -0.82342 1.38140 -4.29120
H 1.48953 -0.73347 4.65559
H -0.85855 -3.18480 -2.69170
H 3.27264 -1.34665 0.17607
H -0.81778 -1.17638 -4.16517
H -2.72402 -0.09866 5.01447
H -2.91803 -1.56694 -1.00141
H 3.27394 -0.50816 -2.14476
H -2.67447 3.77027 -1.34978
*
```